Below is a molecular structure, C4H3Li2O2Ru in a non-equilibrium geometry, with properties calculated with ωB97M-V/def2-TZVPD.

Computed properties:
highest occupied orbital energy (alpha / beta) = -21.165 / -22.959 eV
LUMO (alpha / beta) = -12.596 / -14.686 eV
molecular weight = 198.02 g/mol
orbital gap (alpha / beta) = 0.3149 / 0.3040 Ha
total charge = +3
2S+1 = 7
maximum force = 0.07116 Eh/bohr
ΔE to the lowest compared entry with this formula, charge and spin = 0.3045 eV

Each line ends with the Löwdin charge.
CARTESIAN COORDINATES (ANGSTROEM)
C: 0.61982 0.93026 0.03112  0.034
O: 1.66617 1.05352 -0.55320  -0.009
Li: 3.28766 1.97783 -0.03509  0.927
Ru: -0.88333 -2.09821 -1.21894  1.539
C: -0.97995 -0.81287 1.82175  0.191
C: -0.95487 -0.96113 0.49309  -0.172
C: -0.60988 0.21104 -0.45655  -0.440
O: -0.40174 -0.30146 -1.74514  -0.422
Li: 1.07151 0.27235 -2.63274  0.852
H: -0.24160 -1.39149 2.42315  0.156
H: -1.42616 0.95789 -0.42938  0.204
H: -1.14762 0.16226 2.30193  0.142

Cartesian forces (eV/Å) of the 6 atoms listed first:
C 1.159 0.277 -0.148
O -1.168 -0.187 0.257
Li 0.649 0.432 0.254
Ru -1.261 -3.434 0.102
C 2.024 1.103 1.204
C 0.393 0.076 -0.918